Record 1
C46H35BaCl3N5O3PS4Si as an isolated structure at a distorted geometry, computed with ωB97M-V with the def2-TZVPD basis set.

The calculation puts the total energy at -160640.1160 eV. The energy above the lowest of the compared OMol25 structures with the same formula, charge and spin is 40.1 kcal per mole. For the HOMO energy, the calculation gives -0.0447 Eh. For the LUMO energy, the calculation gives 3.23 eV. Its charge is -2. For the frontier orbital gap, the calculation gives 4.44 eV.

```
99
Properties=species:S:1:pos:R:3:lowdin_charge:R:1
Ba 0.176 0.346 -2.871 1.30
O -2.942 -2.280 -9.182 -0.13
C -2.588 -1.931 -8.080 -1.10
S -1.512 -2.854 -7.054 0.90
C -1.460 -1.744 -5.662 -1.20
C -2.202 -0.612 -5.774 -1.25
S -2.380 0.669 -4.669 0.30
S -3.100 -0.443 -7.304 0.89
S -0.445 -2.241 -4.383 0.35
N 2.657 -2.477 -0.617 0.14
C 3.485 -1.995 0.346 -0.26
C 4.704 -2.579 0.642 -0.04
C 5.462 -2.154 1.732 -0.10
C 5.037 -1.132 2.540 -0.08
C 3.814 -0.493 2.273 -0.17
C 3.295 0.555 3.064 -0.02
C 2.074 1.091 2.756 -0.04
C 1.388 0.607 1.630 -0.12
N 1.849 -0.345 0.863 0.12
C 3.030 -0.915 1.167 -0.16
H 3.079 -2.953 -1.396 0.06
H 1.877 -1.877 -0.850 0.05
H 5.063 -3.384 0.017 0.11
H 6.394 -2.658 1.950 0.10
H 5.619 -0.806 3.391 0.10
H 3.869 0.910 3.911 0.11
H 1.638 1.879 3.352 0.09
H 0.420 1.006 1.358 0.10
C 0.640 4.558 7.397 -0.12
O 1.232 4.481 6.134 -0.10
C 0.576 5.075 5.070 -0.27
C 1.183 4.910 3.826 -0.01
C 0.626 5.447 2.695 -0.02
C -0.569 6.190 2.757 -0.32
C -1.150 6.364 4.016 -0.03
C -0.602 5.801 5.154 -0.04
N -1.032 6.913 1.683 0.04
N -1.012 6.519 0.485 0.06
C -0.953 5.206 0.125 -0.28
C -1.514 4.159 0.872 -0.02
C -1.506 2.859 0.432 -0.01
C -0.841 2.465 -0.751 -0.40
O -0.761 1.264 -1.128 -0.47
C -0.226 3.529 -1.524 -0.15
N 0.456 3.170 -2.621 0.03
C 1.021 4.097 -3.353 -0.13
C 0.942 5.465 -3.060 -0.05
C 0.265 5.857 -1.934 -0.01
C -0.339 4.885 -1.123 -0.09
H 1.306 4.019 8.074 0.09
H -0.349 4.084 7.412 0.09
H 0.545 5.599 7.729 0.09
H 2.100 4.344 3.775 0.11
H 1.111 5.302 1.742 0.12
H -2.067 6.930 4.089 0.10
H -1.106 5.933 6.102 0.10
H -2.020 4.402 1.798 0.11
H -2.003 2.088 1.005 0.11
H 1.571 3.753 -4.219 0.11
H 1.422 6.189 -3.702 0.10
H 0.179 6.897 -1.646 0.11
Cl 4.292 -1.534 -3.320 0.08
Si 3.116 0.225 -3.314 -0.81
Cl 4.409 1.443 -2.176 0.04
Cl 3.574 0.935 -5.219 0.07
C 1.206 -6.585 -1.357 -0.11
C 1.165 -5.941 -0.133 -0.10
C 0.462 -4.759 0.014 -0.10
C -0.217 -4.210 -1.066 -0.38
C -0.157 -4.853 -2.300 -0.14
C 0.546 -6.034 -2.441 -0.08
P -1.110 -2.609 -0.985 1.07
C -1.634 -2.661 0.778 -0.35
C -0.678 -2.259 1.708 -0.13
C -0.958 -2.275 3.062 -0.09
C -2.209 -2.674 3.506 -0.11
C -3.177 -3.036 2.586 -0.10
C -2.897 -3.031 1.230 -0.07
C -2.681 -3.093 -1.785 -0.41
C -3.413 -2.086 -2.400 -0.11
C -4.600 -2.378 -3.043 -0.07
C -5.071 -3.682 -3.075 -0.09
C -4.356 -4.686 -2.444 -0.10
C -3.169 -4.399 -1.797 -0.11
H 1.755 -7.512 -1.466 0.09
H 1.686 -6.360 0.716 0.09
H 0.443 -4.268 0.975 0.09
H -0.650 -4.413 -3.154 0.02
H 0.578 -6.522 -3.405 0.10
H 0.283 -1.917 1.350 0.07
H -0.200 -1.970 3.770 0.10
H -2.430 -2.692 4.566 0.09
H -4.162 -3.326 2.930 0.09
H -3.666 -3.313 0.526 0.10
H -3.030 -1.072 -2.390 0.06
H -5.150 -1.590 -3.535 0.11
H -5.989 -3.916 -3.595 0.09
H -4.723 -5.705 -2.465 0.09
H -2.614 -5.189 -1.309 0.11
```

=====

Record 2
CH3N3O2S as an isolated structure at a distorted geometry, computed with ωB97M-V with the def2-TZVPD basis set.

The calculation puts the total energy at -20477.3855 eV. The energy above the lowest of the compared OMol25 structures with the same formula, charge and spin is 188.9 kcal per mole. For the HOMO energy (spin up / spin down), the calculation gives -0.2956 / -0.2898 Eh. For the LUMO energy (spin up / spin down), the calculation gives -0.74 / -0.06 eV. For the frontier orbital gap (spin up / spin down), the calculation gives 7.30 / 7.83 eV.

```
10
Properties=species:S:1:pos:R:3:lowdin_charge:R:1
C 0.381 0.261 -0.562 -0.51
N -0.242 0.778 2.084 -0.23
N 0.392 -0.151 -1.674 0.03
N -0.749 -1.287 -2.651 -0.32
O -0.710 -2.413 -2.235 0.07
O -0.958 -0.681 -3.686 0.04
S 0.986 0.987 0.820 0.87
H 0.249 -0.035 2.538 0.04
H 1.213 0.178 -2.206 0.15
H -0.501 1.245 2.722 -0.14
```

=====

Record 3
C16H14NOPtS6 as an isolated structure at a distorted geometry, computed with ωB97M-V with the def2-TZVPD basis set.

The calculation puts the total energy at -88618.3417 eV. The energy above the lowest of the compared OMol25 structures with the same formula, charge and spin is 0.0 kcal per mole. For the HOMO energy, the calculation gives -0.1306 Eh. For the LUMO energy, the calculation gives 2.49 eV. Its charge is -1. For the frontier orbital gap, the calculation gives 6.04 eV.

```
39
Properties=species:S:1:pos:R:3:lowdin_charge:R:1
Pt -0.875 -1.548 0.567 0.52
S -0.923 -1.580 2.958 -0.17
S -0.634 -3.492 3.544 -0.17
S -1.713 -4.505 2.010 -0.15
S -0.773 -3.830 0.368 -0.07
S -1.589 -0.006 -3.559 0.96
C -0.809 -1.529 -3.743 -0.43
C -0.520 -2.123 -2.556 -0.22
C -0.938 -1.350 -1.429 -0.40
C -1.528 -0.178 -1.830 -0.55
C -2.008 0.763 -0.857 -0.29
C -2.843 1.852 -1.121 -0.03
C -3.284 2.631 -0.073 -0.08
C -2.872 2.332 1.220 -0.07
C -2.031 1.253 1.409 -0.14
N -1.603 0.486 0.406 -0.03
H -0.605 -1.894 -4.740 0.06
H 0.003 -3.065 -2.465 0.09
H -3.154 2.043 -2.140 0.10
H -3.953 3.466 -0.251 0.10
H -3.210 2.911 2.068 0.10
H -1.675 0.985 2.396 0.07
C 3.789 -1.651 1.038 -0.23
S 2.109 -1.833 0.321 0.83
O 2.358 -2.147 -1.113 -0.53
C 1.857 -0.035 0.378 -0.42
C 1.680 0.637 1.583 -0.12
C 1.398 1.994 1.566 -0.10
C 1.286 2.672 0.357 -0.10
C 1.520 2.003 -0.837 -0.08
C 1.814 0.645 -0.827 -0.08
H 4.369 -0.996 0.387 0.06
H 4.236 -2.644 1.073 0.04
H 3.691 -1.232 2.040 0.04
H 1.750 0.107 2.526 0.09
H 1.232 2.520 2.500 0.10
H 1.011 3.721 0.349 0.10
H 1.441 2.531 -1.781 0.10
H 1.996 0.088 -1.740 0.11
```

=====

Record 4
One molecule with the formula C12H18BFO9, computed with ωB97M-V with the def2-TZVPD basis set.

The calculation puts the total energy at -34559.3576 eV. For the HOMO energy, the calculation gives -0.3764 Eh. For the LUMO energy, the calculation gives 0.36 eV. For the frontier orbital gap, the calculation gives 10.60 eV.

```
41
Properties=species:S:1:pos:R:3:lowdin_charge:R:1
C 4.220 -0.423 1.225 -0.09
C 4.601 -0.039 -0.203 -0.22
C 3.705 -0.674 -1.250 -0.21
O 2.460 0.015 -1.338 -0.10
C 1.337 -0.743 -0.987 -0.09
C 0.089 0.000 -1.492 -0.39
F 0.373 0.778 -2.531 0.17
O -0.881 -0.991 -1.883 0.16
C -1.409 -1.424 -0.709 -0.54
O -1.927 -2.470 -0.520 0.18
O -1.252 -0.464 0.247 0.09
C -0.726 0.732 -0.401 -0.15
C -1.897 1.494 -1.063 0.03
C -3.200 1.097 -0.424 -0.47
O -3.625 1.572 0.591 0.16
O -3.816 0.112 -1.097 0.10
C -4.963 -0.454 -0.462 -0.44
C -4.597 -1.463 0.571 0.04
O -6.038 -0.142 -0.839 0.19
B 0.251 1.641 0.511 -0.56
O 0.433 2.950 0.164 0.21
O 0.987 1.074 1.512 0.04
C 0.270 0.463 2.598 -0.03
H 3.974 -1.488 1.282 0.08
H 5.027 -0.221 1.929 0.07
H 3.332 0.124 1.549 0.06
H 5.625 -0.364 -0.412 0.11
H 4.555 1.046 -0.324 0.12
H 3.540 -1.729 -0.997 0.12
H 4.180 -0.652 -2.234 0.12
H 1.344 -1.734 -1.455 0.15
H 1.278 -0.849 0.100 0.14
H -1.801 2.567 -0.915 0.13
H -1.924 1.317 -2.136 0.14
H -5.509 -1.833 1.032 0.10
H -3.940 -1.017 1.318 0.10
H -4.042 -2.282 0.110 0.08
H -0.319 3.539 0.265 0.12
H -0.731 0.881 2.715 0.10
H 0.834 0.666 3.506 0.10
H 0.185 -0.614 2.450 0.09
```

=====

Record 5
One molecule with the formula C9H11N3 at a distorted geometry, computed with ωB97M-V with the def2-TZVPD basis set.

The calculation puts the total energy at -13979.8271 eV. The energy above the lowest of the compared OMol25 structures with the same formula, charge and spin is 57.0 kcal per mole. For the HOMO energy, the calculation gives -0.2852 Eh. For the LUMO energy, the calculation gives 0.73 eV. For the frontier orbital gap, the calculation gives 8.49 eV.

```
23
Properties=species:S:1:pos:R:3:lowdin_charge:R:1
C 0.816 -1.186 2.104 -0.07
C 0.372 0.071 1.208 -0.34
N 1.270 1.087 0.821 0.06
C 0.926 1.911 -0.209 -0.44
N 1.608 3.170 -0.175 0.11
N 0.002 1.689 -1.049 0.15
C -0.418 0.398 -1.068 -0.25
C -1.290 -0.012 -2.093 -0.04
C -1.938 -1.170 -2.060 -0.15
C -1.613 -2.106 -1.141 -0.11
C -0.853 -1.691 -0.085 -0.05
C -0.150 -0.454 -0.031 -0.16
H 1.690 -1.934 1.715 0.12
H -0.171 -1.813 2.238 0.08
H 1.132 -0.974 3.281 0.11
H -0.310 0.841 1.802 0.19
H 1.973 1.339 1.491 0.14
H 2.603 3.148 0.212 0.12
H 1.627 3.617 -1.073 0.07
H -1.676 0.802 -2.754 0.13
H -2.742 -1.273 -2.848 0.13
H -2.242 -3.075 -0.966 0.14
H -0.618 -2.385 0.680 0.07
```